116
Properties=species:S:1:pos:R:3 method="wB97M-V/def2-TZVPD" total_energy_ha=-2794.55975 homo_energy_ev=-3.3 orbital_gap_ev=5.25 charge=-1
C 3.184 -4.075 0.715
C 3.095 -2.653 0.126
N 2.898 -1.562 1.076
C 1.594 -1.622 1.771
C 1.195 -0.268 2.345
P -0.459 0.388 1.587
C -2.089 0.916 0.722
C -3.263 1.111 1.680
C -4.065 -0.168 1.933
C -5.030 -0.496 0.772
S -6.790 -0.504 1.233
C -7.000 -2.111 1.863
N -7.487 -2.475 2.993
N -7.437 -3.838 3.077
C -6.915 -4.234 1.971
O -6.625 -3.225 1.159
C 4.002 -1.390 1.956
C 4.127 -2.137 3.281
O 4.879 -0.599 1.656
H 4.201 -4.313 1.034
H 2.973 -4.776 -0.100
H 2.447 -4.279 1.488
H 2.236 -2.633 -0.546
H 3.977 -2.473 -0.494
H 0.847 -1.860 1.001
H 1.557 -2.423 2.519
H 1.096 -0.332 3.437
H 1.982 0.469 2.149
H -0.909 0.906 2.892
H 0.144 1.720 1.350
H 0.067 -0.038 0.265
H -1.057 -0.948 1.862
H -1.887 1.856 0.222
H -2.341 0.153 -0.020
H -3.961 1.824 1.220
H -2.963 1.553 2.632
H -4.678 0.015 2.821
H -3.414 -1.012 2.156
H -4.867 0.243 -0.014
H -4.759 -1.455 0.332
H -6.703 -5.248 1.689
H 3.153 -2.182 3.763
H 4.530 -3.131 3.095
H 4.823 -1.572 3.891
C -1.572 3.514 -4.097
C -2.951 4.165 -4.069
C -3.426 4.458 -2.644
C -3.514 3.217 -1.868
N -3.580 2.249 -1.250
H -1.575 2.545 -3.596
H -1.252 3.346 -5.128
H -0.829 4.148 -3.609
H -3.668 3.511 -4.571
H -2.923 5.100 -4.634
H -4.407 4.934 -2.657
H -2.730 5.133 -2.144
C 6.161 -6.836 0.216
C 6.087 -7.720 -1.025
C 5.263 -7.092 -2.154
C 3.881 -6.860 -1.718
N 2.799 -6.685 -1.372
H 5.173 -6.672 0.649
H 6.779 -7.306 0.981
H 6.596 -5.863 -0.020
H 5.657 -8.686 -0.752
H 7.097 -7.911 -1.392
H 5.247 -7.748 -3.024
H 5.697 -6.138 -2.458
C 1.048 6.613 -5.356
C 1.027 5.814 -6.654
C 0.354 6.565 -7.807
C -1.045 6.869 -7.482
N -2.142 7.100 -7.222
H 0.039 6.823 -4.997
H 1.560 6.053 -4.574
H 1.569 7.564 -5.489
H 0.511 4.867 -6.481
H 2.053 5.572 -6.939
H 0.375 5.962 -8.716
H 0.877 7.501 -8.011
C 3.199 4.795 1.725
C 3.357 3.295 1.505
C 3.233 2.894 0.033
C 1.909 3.256 -0.483
N 0.848 3.533 -0.828
H 2.207 5.139 1.425
H 3.323 5.040 2.781
H 3.945 5.355 1.157
H 2.605 2.764 2.091
H 4.335 2.980 1.873
H 3.366 1.816 -0.073
H 3.997 3.393 -0.564
C 5.957 1.473 -2.576
C 7.174 2.307 -2.963
C 7.918 2.875 -1.749
C 7.041 3.755 -0.966
N 6.352 4.445 -0.357
H 5.212 2.070 -2.052
H 5.477 1.064 -3.466
H 6.239 0.638 -1.932
H 6.857 3.124 -3.614
H 7.865 1.688 -3.539
H 8.786 3.450 -2.071
H 8.267 2.068 -1.104
C -9.184 -4.553 5.646
C -10.628 -4.075 5.747
C -11.103 -3.888 7.193
C -11.040 -5.154 7.934
N -10.991 -6.150 8.507
H -9.055 -5.535 6.108
H -8.887 -4.639 4.608
H -8.505 -3.852 6.133
H -11.279 -4.791 5.240
H -10.725 -3.124 5.220
H -12.133 -3.530 7.211
H -10.481 -3.152 7.705



9
Properties=species:S:1:pos:R:3 method="wB97M-V/def2-TZVPD" e_above_lowest_kcal_mol=84.02 total_energy_ha=-778.37996 homo_energy_ev="-9.3 / -8.8" orbital_gap_ev="7.42 / 7.53"
C -0.519 1.171 -0.969
N -0.618 -2.186 0.619
P 1.081 -0.029 -0.839
P 0.464 -1.153 0.966
H -0.128 2.013 -1.575
H -1.170 0.663 -1.698
H -1.126 1.320 -0.034
H 0.251 -0.247 2.186
H 1.765 -1.551 1.343



13
Properties=species:S:1:pos:R:3 method="wB97M-V/def2-TZVPD" e_above_lowest_kcal_mol=25.03 total_energy_ha=-1214.41181 homo_energy_ev="-4.6 / -4.2" orbital_gap_ev="6.80 / 5.65" charge=-1
C 1.148 0.247 0.822
C 2.493 -0.019 0.677
C -2.284 1.964 -0.189
C -1.702 -0.518 0.470
C -1.289 1.010 0.216
O -1.688 -0.901 1.617
O -2.015 3.165 -0.194
O -1.737 -0.981 -0.697
S 0.276 1.486 0.003
S 3.718 0.903 0.054
H 0.476 -0.506 1.272
H 2.700 -0.949 1.003
H -3.159 1.463 -0.459



20
Properties=species:S:1:pos:R:3 method="wB97M-V/def2-TZVPD" e_above_lowest_kcal_mol=59.84 total_energy_ha=-344.67148 homo_energy_ev=-14.0 orbital_gap_ev=10.09 charge=+1
C 0.287 -2.201 1.869
C -0.509 -0.939 2.336
C -0.998 0.069 1.248
N 0.284 -0.211 -1.390
C -0.979 -0.498 -1.239
N -1.511 -0.587 0.050
H -0.433 -2.896 1.389
H 0.456 -2.692 2.872
H 1.042 -1.928 1.195
H -1.340 -1.262 2.999
H 0.022 -0.233 2.987
H -1.930 0.533 1.537
H -0.412 0.852 1.009
H 0.829 -0.460 -2.230
H 0.912 0.273 -0.693
H -1.438 -1.042 -2.066
H -2.577 -0.802 0.033
H 3.553 3.333 -2.318
H 2.435 4.602 -2.564
O 2.584 3.590 -2.507



15
Properties=species:S:1:pos:R:3 method="wB97M-V/def2-TZVPD" e_above_lowest_kcal_mol=103.43 total_energy_ha=-668.57372 homo_energy_ev=-9.2 orbital_gap_ev=9.85
C -0.750 0.625 0.807
C 0.515 -0.322 1.084
C 0.522 -1.010 -0.166
C 0.508 0.082 -1.196
C 0.376 1.187 -0.089
H -1.854 -0.295 -0.919
H -0.836 1.361 1.732
H 0.373 -0.830 2.044
H -0.442 -1.605 -0.205
H 1.433 -1.564 -0.394
H -0.541 -0.422 -1.721
H 1.390 0.105 -1.783
H 0.498 2.074 -0.653
O 1.251 0.882 0.971
S -2.444 -0.267 0.487



92
Properties=species:S:1:pos:R:3 method="wB97M-V/def2-TZVPD" e_above_lowest_kcal_mol=24.75 spin_multiplicity=2 s_squared=0.75 total_energy_ha=-3651.10863 homo_energy_ev="-8.9 / -8.9" orbital_gap_ev="9.10 / 8.07"
Cu -0.220 -0.047 0.024
C 3.543 3.124 -1.746
C 2.823 2.441 -0.632
C 3.039 2.579 0.722
C 2.151 1.695 1.352
N 1.394 1.104 0.416
N 1.840 1.543 -0.791
B 1.314 1.013 -2.148
N -0.131 1.493 -2.321
N -1.027 1.439 -1.305
C -2.164 1.973 -1.760
C -1.971 2.402 -3.083
C -0.672 2.080 -3.404
C 0.036 2.319 -4.695
C -3.438 2.168 -0.969
C -4.586 2.536 -1.915
C -3.224 3.333 0.013
C -3.830 0.888 -0.226
N 1.466 -0.523 -2.151
N 1.236 -1.269 -1.037
C 1.646 -2.512 -1.305
C 2.077 -2.572 -2.639
C 1.964 -1.292 -3.136
C 2.334 -0.804 -4.497
C 1.706 -3.666 -0.328
C 2.034 -3.152 1.074
C 0.371 -4.421 -0.349
C 2.820 -4.628 -0.755
C 2.183 1.471 2.854
C 3.650 1.250 3.263
C 1.377 0.238 3.306
C 1.664 2.742 3.547
H 4.275 3.809 -1.325
H 2.854 3.688 -2.375
H 4.063 2.401 -2.374
H 3.773 3.214 1.188
H 1.972 1.459 -3.033
H -2.687 2.873 -3.733
H -0.629 2.850 -5.373
H 0.323 1.379 -5.168
H 0.939 2.914 -4.556
H -4.428 3.513 -2.376
H -5.518 2.577 -1.350
H -4.694 1.787 -2.701
H -2.929 4.231 -0.533
H -2.445 3.085 0.730
H -4.154 3.549 0.546
H -4.128 0.108 -0.928
H -4.668 1.092 0.446
H -2.989 0.518 0.350
H 2.468 -3.423 -3.169
H 2.727 -1.637 -5.076
H 3.095 -0.024 -4.450
H 1.466 -0.399 -5.017
H 1.348 -2.362 1.346
H 3.049 -2.749 1.097
H 1.961 -3.960 1.806
H -0.448 -3.778 -0.039
H 0.412 -5.283 0.321
H 0.151 -4.777 -1.357
H 3.765 -4.098 -0.883
H 2.576 -5.129 -1.692
H 2.956 -5.396 0.010
H 4.057 0.379 2.747
H 3.711 1.079 4.340
H 4.273 2.111 3.024
H 0.981 -0.287 2.443
H 0.557 0.524 3.967
H 2.022 -0.442 3.866
H 2.281 3.603 3.291
H 1.687 2.618 4.632
H 0.638 2.971 3.246
O -4.510 -3.965 1.146
C -3.853 -3.888 2.279
O -4.167 -4.511 3.266
C -2.677 -2.972 2.325
C -1.902 -2.823 3.451
N -0.935 -1.942 3.146
N -1.014 -1.508 1.887
C -2.064 -2.123 1.367
C -2.365 -1.910 -0.085
O -3.338 -2.489 -0.582
O -1.572 -1.161 -0.733
H -4.096 -3.388 0.431
H -1.996 -3.286 4.418
H -0.181 -1.624 3.730
C -2.201 1.242 2.963
O -1.346 1.420 1.840
H -2.428 2.199 3.440
H -1.774 0.565 3.707
H -3.128 0.805 2.601
H -0.524 1.825 2.130